Entry 1:
Entry from the OMol25 dataset: C29H68AlBN5O5S2 as an isolated structure in a non-equilibrium geometry (ωB97M-V/def2-TZVPD).

For the LUMO energy, the calculation gives 1.29 eV. As for the total charge: -1.

Each line ends with the Mulliken charge.
Cartesian coordinates (Å):
C -4.664 2.475 8.016  -0.76
C -3.673 2.184 7.032  -0.20
C -2.344 2.036 6.029  0.03
Al -0.713 1.361 7.074  -0.81
C -0.160 2.521 8.672  -0.43
C -0.254 4.139 8.428  -0.56
N -1.558 4.624 7.830  -0.41
C 0.830 0.942 5.753  -0.56
C 0.268 0.382 4.300  -0.21
C 0.922 1.292 3.075  -0.23
C 2.329 0.582 2.600  -0.76
N 2.895 1.283 1.376  0.20
C 3.127 0.308 0.235  -0.72
C 1.665 -0.048 -0.417  -0.41
C 1.912 -0.463 -1.999  -0.07
C 2.197 0.929 -2.860  -1.01
C 4.251 1.906 1.714  -0.09
S 5.722 1.032 1.803  -0.16
S 4.332 3.760 2.050  -0.10
C 5.667 4.529 0.981  -0.59
C 5.001 5.857 0.217  -0.33
C 5.287 7.158 1.214  -0.86
B -1.269 -0.501 7.864  0.70
O -1.306 -0.625 9.338  -0.56
O -1.622 -1.613 6.950  -0.52
H -5.290 2.877 8.927  0.27
H -2.048 3.063 5.521  0.19
H -2.680 1.318 5.168  0.32
H -0.727 2.164 9.659  0.23
H 0.989 2.285 8.889  0.22
H 0.638 4.595 7.802  0.25
H -0.174 4.655 9.501  0.23
H -2.294 4.803 8.548  0.19
H -1.341 5.470 7.255  0.20
H 1.562 1.869 5.594  0.26
H 1.503 0.062 6.198  0.19
H 0.476 -0.764 4.122  0.28
H -0.912 0.510 4.181  0.01
H 0.161 1.426 2.182  0.22
H 1.159 2.373 3.507  0.14
H 2.123 -0.552 2.333  0.22
H 3.098 0.565 3.504  0.36
H 3.706 -0.662 0.594  0.29
H 3.854 0.859 -0.531  0.33
H 0.994 0.918 -0.403  0.16
H 1.110 -0.890 0.177  0.31
H 0.949 -0.999 -2.422  0.00
H 2.816 -1.210 -2.005  0.29
H 1.378 1.709 -2.547  0.35
H 3.254 1.403 -2.601  0.24
H 2.181 0.666 -4.008  0.27
H 6.542 4.871 1.708  0.27
H 6.082 3.795 0.147  0.31
H 5.493 6.022 -0.833  0.28
H 3.844 5.661 0.057  0.26
H 5.017 6.822 2.325  0.22
H 6.439 7.461 1.235  0.25
H 4.679 8.114 0.914  0.29
H -1.786 -1.465 9.623  0.24
H -2.534 -1.477 6.534  0.29
C -1.394 -2.523 -4.509  -1.43
C -2.379 -1.965 -3.486  0.37
C -3.709 -1.482 -4.109  -0.26
O -3.620 -0.220 -4.779  -0.44
C -3.116 -0.293 -6.103  -0.65
N -1.721 -0.894 -2.723  -0.44
H -0.900 -1.740 -5.091  0.16
H -0.601 -3.089 -4.005  0.39
H -1.893 -3.203 -5.206  0.43
H -2.620 -2.781 -2.793  0.10
H -4.427 -1.332 -3.295  0.01
H -4.144 -2.241 -4.770  0.42
H -3.423 -1.211 -6.614  0.29
H -2.027 -0.206 -6.094  0.24
H -3.508 0.563 -6.662  0.27
H -2.349 -0.591 -1.977  0.28
H -1.664 -0.076 -3.337  0.28
C -8.033 -4.734 -0.577  -1.41
C -7.553 -3.371 -1.065  0.28
C -6.388 -3.453 -2.077  -0.59
O -5.116 -3.741 -1.488  -0.28
C -4.886 -5.117 -1.230  -0.79
N -7.198 -2.544 0.098  -0.73
H -7.356 -5.184 0.155  0.28
H -9.010 -4.642 -0.087  0.36
H -8.147 -5.433 -1.411  0.33
H -8.399 -2.896 -1.577  0.42
H -6.278 -2.468 -2.546  0.26
H -6.607 -4.158 -2.889  0.41
H -5.345 -5.763 -1.986  0.37
H -5.249 -5.376 -0.234  0.25
H -3.805 -5.287 -1.239  0.25
H -6.971 -1.604 -0.227  0.28
H -6.306 -2.896 0.460  0.33
C 4.941 -0.320 -6.676  -1.60
C 4.029 -1.286 -5.927  0.85
C 4.574 -2.732 -5.869  -0.81
O 4.426 -3.466 -7.089  -0.40
C 5.432 -3.208 -8.056  -0.64
N 2.688 -1.241 -6.529  -0.66
H 4.887 -0.443 -7.762  0.31
H 4.657 0.717 -6.462  0.36
H 5.985 -0.446 -6.370  0.35
H 3.954 -0.923 -4.895  0.14
H 3.991 -3.282 -5.123  0.31
H 5.616 -2.756 -5.527  0.47
H 6.408 -3.017 -7.597  0.29
H 5.136 -2.369 -8.688  0.22
H 5.517 -4.089 -8.699  0.26
H 2.058 -1.813 -5.966  0.20
H 2.738 -1.743 -7.420  0.33

=====

Entry 2:
Entry from the OMol25 dataset: C29H68Cl8NO13P3 as an isolated structure in a non-equilibrium geometry (ωB97M-V/def2-TZVPD).

For the LUMO energy, the calculation gives 0.22 eV. As for the total charge: 0.

Each line ends with the Mulliken charge.
Cartesian coordinates (Å):
C 11.870 -5.612 0.487  0.01
O 12.474 -5.860 1.531  -0.42
N 12.335 -4.797 -0.490  0.37
C 11.567 -4.535 -1.673  -0.83
C 13.536 -4.038 -0.393  0.39
H 10.872 -6.029 0.279  0.31
H 10.734 -5.215 -1.829  0.36
H 12.215 -4.589 -2.549  0.29
H 11.184 -3.510 -1.648  0.25
H 13.955 -3.973 -1.405  0.34
H 13.496 -2.996 -0.066  -0.67
H 14.336 -4.565 0.127  -0.32
Cl 20.222 3.193 1.250  -0.20
C 19.607 1.553 1.639  0.68
C 20.013 0.471 0.632  -0.19
Cl 20.076 0.968 -1.069  -0.19
H 18.544 1.689 1.787  -0.75
H 20.068 1.277 2.586  0.42
H 19.266 -0.317 0.691  -0.02
H 21.022 0.153 0.873  0.49
Cl 15.563 -5.591 1.686  -0.29
C 14.087 -6.532 2.144  -0.02
C 14.390 -7.365 3.368  -0.47
Cl 13.278 -8.776 3.370  -0.24
H 13.922 -7.177 1.293  0.23
H 13.311 -5.793 2.287  0.05
H 14.209 -6.832 4.293  0.25
H 15.398 -7.756 3.320  0.36
Cl 18.047 -2.317 5.817  -0.19
C 17.385 -3.821 5.132  0.21
C 17.037 -4.816 6.183  -0.30
Cl 18.494 -5.383 7.075  -0.21
H 18.117 -4.191 4.407  0.29
H 16.576 -3.555 4.448  -0.31
H 16.562 -5.718 5.811  0.13
H 16.408 -4.381 6.955  0.35
Cl 17.242 -1.134 2.284  -0.27
C 15.779 -1.555 1.291  0.48
C 14.764 -2.223 2.216  1.38
Cl 14.098 -1.199 3.480  -0.19
H 16.040 -2.195 0.459  0.38
H 15.406 -0.568 1.032  -0.60
H 15.308 -3.066 2.634  -0.25
H 13.927 -2.602 1.635  -0.87
C 9.638 -2.094 2.028  -1.42
C 10.585 -1.378 1.119  0.77
O 10.782 -0.070 1.629  -0.13
P 11.691 0.962 0.851  -0.46
O 13.085 0.523 0.682  0.82
O 10.905 1.215 -0.491  -0.34
C 11.137 2.366 -1.306  0.27
C 10.053 3.428 -1.105  -1.26
O 11.526 2.287 1.675  -0.29
C 12.122 2.375 2.965  0.36
C 11.202 1.842 4.049  -1.55
H 9.706 -3.170 1.897  0.37
H 9.777 -1.792 3.063  0.32
H 8.605 -1.826 1.779  0.35
H 11.537 -1.918 1.032  -0.49
H 10.274 -1.360 0.067  0.27
H 12.105 2.812 -1.052  -0.22
H 11.223 2.096 -2.363  0.43
H 10.258 4.260 -1.781  0.39
H 9.051 3.073 -1.329  0.35
H 10.141 3.741 -0.064  0.24
H 13.059 1.827 3.045  -0.23
H 12.308 3.423 3.172  0.44
H 10.191 2.251 3.933  0.34
H 11.097 0.764 4.097  0.26
H 11.549 2.280 4.989  0.45
C 13.457 -0.889 -3.186  -0.56
C 14.391 -1.501 -4.216  -0.64
O 15.773 -1.302 -4.085  -0.41
P 16.360 -1.637 -2.641  0.24
O 16.057 -2.981 -2.158  -0.70
O 17.902 -1.334 -2.867  -0.36
C 18.711 -2.423 -3.354  -0.39
C 19.673 -2.896 -2.269  -0.93
O 15.910 -0.482 -1.671  0.74
C 16.488 0.791 -1.964  -0.11
C 15.513 1.884 -1.661  -0.70
H 12.456 -1.200 -3.515  0.60
H 13.588 -1.202 -2.155  -0.05
H 13.419 0.192 -3.321  0.15
H 14.144 -2.537 -4.458  0.28
H 14.109 -1.018 -5.159  0.39
H 18.111 -3.260 -3.711  0.32
H 19.300 -2.067 -4.200  0.42
H 19.927 -2.091 -1.589  0.05
H 19.268 -3.754 -1.723  0.27
H 20.555 -3.334 -2.747  0.40
H 17.375 0.915 -1.346  -0.24
H 16.894 0.826 -2.977  0.60
H 16.099 2.808 -1.569  0.53
H 14.787 2.067 -2.448  0.28
H 15.080 1.708 -0.678  -0.32
C 15.618 2.496 2.296  -0.69
C 15.116 3.600 1.409  1.34
O 15.914 4.763 1.756  -0.36
P 15.237 6.207 1.898  0.78
O 16.146 7.337 1.759  -0.79
O 14.431 6.084 3.260  -0.26
C 15.187 6.092 4.460  -0.28
C 15.000 7.378 5.240  -1.22
O 14.012 6.207 0.898  -0.24
C 14.200 6.208 -0.509  -0.47
C 12.913 5.652 -1.104  -0.53
H 15.575 2.751 3.357  0.40
H 15.129 1.524 2.225  -0.14
H 16.668 2.401 2.017  -0.36
H 15.401 3.387 0.377  -0.29
H 14.046 3.780 1.435  0.11
H 14.919 5.195 5.011  0.36
H 16.258 6.032 4.229  0.33
H 15.834 7.608 5.912  0.34
H 14.905 8.209 4.546  0.31
H 14.183 7.287 5.965  0.31
H 14.348 7.253 -0.773  0.38
H 15.064 5.602 -0.780  0.29
H 12.745 4.709 -0.586  -0.26
H 12.122 6.333 -0.785  0.36
H 12.956 5.628 -2.185  0.44

=====

Entry 3:
Entry from the OMol25 dataset: C29H69BaN5O11 as an isolated structure in a non-equilibrium geometry (ωB97M-V/def2-TZVPD).

For the LUMO energy, the calculation gives -1.46 eV. As for the total charge: 0.

Each line ends with the Mulliken charge.
Cartesian coordinates (Å):
Ba -5.436 -1.012 0.017  1.51
C -0.442 4.813 -1.413  -1.80
C -0.496 3.470 -2.147  1.76
C -1.179 3.690 -3.524  -0.99
C -0.244 4.283 -4.549  -0.78
C 0.944 3.350 -4.704  -1.39
C 1.680 3.126 -3.388  1.41
N 0.758 2.783 -2.320  0.69
O 1.362 2.442 -1.171  -0.40
C 2.517 4.382 -3.051  -1.10
C 2.654 1.965 -3.599  -1.44
C -1.473 2.536 -1.408  -1.94
H -1.402 5.063 -0.953  0.44
H -0.195 5.645 -2.078  0.41
H 0.311 4.786 -0.621  0.18
H -2.051 4.324 -3.321  0.48
H -1.608 2.739 -3.860  0.10
H 0.020 5.313 -4.301  0.36
H -0.715 4.342 -5.539  0.41
H 1.651 3.839 -5.391  0.45
H 0.702 2.466 -5.303  0.30
H 1.864 5.194 -2.726  0.36
H 3.159 4.705 -3.868  0.39
H 3.050 4.105 -2.139  -0.24
H 3.260 2.121 -4.496  0.41
H 2.136 1.007 -3.650  0.38
H 3.324 1.950 -2.740  -0.16
H -2.493 2.880 -1.634  0.39
H -1.406 2.620 -0.323  0.41
H -1.326 1.515 -1.759  0.18
N -1.670 -0.434 0.617  -0.01
O -0.823 -1.254 0.275  -0.13
O -2.881 -0.609 0.240  -0.20
O -1.402 0.496 1.349  -0.54
C -3.602 2.287 2.894  -0.99
C -4.472 1.090 3.195  0.23
O -5.401 0.818 2.125  -0.38
H -3.146 2.732 3.780  0.32
H -4.227 3.074 2.458  0.46
H -2.781 2.054 2.215  0.08
H -5.038 1.315 4.110  0.30
H -3.941 0.185 3.476  -0.10
H -5.762 1.687 1.912  0.22
C 1.655 -1.766 -2.057  -0.77
O 2.521 -0.950 -1.322  0.31
C 3.851 -1.247 -1.571  -1.07
C 4.717 -0.242 -0.828  -0.01
N 4.558 -0.418 0.623  0.22
C 5.328 0.550 1.430  -0.89
C 5.015 2.011 1.167  -0.60
O 3.685 2.335 1.455  -0.17
C 3.426 3.641 0.982  -0.51
H 1.595 -2.808 -1.708  0.23
H 1.998 -1.851 -3.104  0.44
H 0.673 -1.296 -2.084  -0.04
H 4.108 -1.164 -2.638  0.43
H 4.157 -2.249 -1.229  0.33
H 4.513 0.779 -1.137  -0.23
H 5.762 -0.477 -1.115  0.28
H 5.056 -1.285 0.802  0.02
H 6.411 0.357 1.454  0.44
H 4.970 0.324 2.443  0.17
H 5.223 2.148 0.093  0.34
H 5.705 2.677 1.703  0.42
H 2.396 3.923 1.183  0.16
H 3.695 3.725 -0.070  0.06
H 4.009 4.385 1.558  0.42
C -4.603 -2.491 3.313  -0.65
O -4.870 -2.824 1.964  -0.16
C -4.086 -3.862 1.410  0.04
C -4.763 -4.509 0.207  -1.10
N -4.850 -3.620 -0.973  -0.27
C -3.516 -3.335 -1.558  -0.09
C -3.607 -2.435 -2.769  -0.94
O -3.996 -1.077 -2.521  -0.10
C -3.725 -0.234 -3.638  -0.92
H -5.375 -1.835 3.710  0.30
H -3.606 -2.058 3.419  0.01
H -4.657 -3.372 3.964  0.41
H -3.959 -4.678 2.129  0.45
H -3.090 -3.542 1.088  0.00
H -5.789 -4.837 0.388  0.33
H -4.179 -5.399 -0.060  0.41
H -5.172 -4.240 -1.712  0.35
H -3.098 -4.262 -1.976  0.34
H -2.731 -2.894 -0.935  -0.01
H -4.405 -2.810 -3.433  0.33
H -2.669 -2.481 -3.327  0.45
H -4.167 0.692 -3.274  0.26
H -4.246 -0.487 -4.573  0.35
H -2.678 -0.175 -3.936  0.30
C 4.943 -2.586 3.315  -1.00
O 3.712 -2.522 2.630  0.00
C 3.265 -3.830 2.353  -0.99
C 2.018 -3.699 1.484  -0.33
N 1.111 -2.651 1.937  0.55
C 0.484 -3.052 3.200  -0.92
C -0.412 -1.971 3.763  0.40
O 0.299 -0.789 3.894  -0.22
C -0.505 0.219 4.449  -0.79
H 5.726 -2.685 2.547  0.35
H 5.101 -3.408 4.023  0.38
H 5.093 -1.659 3.868  0.24
H 3.016 -4.408 3.249  0.39
H 4.024 -4.328 1.733  0.43
H 1.538 -4.702 1.413  0.46
H 2.274 -3.556 0.430  -0.04
H 0.327 -2.719 1.294  -0.28
H 1.254 -3.208 3.964  0.30
H -0.018 -4.036 3.138  0.35
H -0.797 -2.353 4.726  0.55
H -1.301 -1.758 3.141  -0.70
H -0.851 -0.122 5.437  0.38
H -1.334 0.470 3.776  0.16
H 0.068 1.130 4.609  0.24

=====

Entry 4:
Entry from the OMol25 dataset: a 6-piece molecular cluster, C29H69NO11 overall in a non-equilibrium geometry (ωB97M-V/def2-TZVPD).

The calculation puts the energy relative to the best compared isomer or geometry (same formula, charge and spin) at 11.3 kcal/mol. For the LUMO energy, the calculation gives 0.32 eV. As for the total charge: 0. The SMILES is CC1(C)CCCC(C)(C)N1O.COCCOC.COCCOC.COCCOC.COCCOC.COCCOC.

Each line ends with the Mulliken charge.
Cartesian coordinates (Å):
C 1.704 4.039 -5.499  -1.95
C 2.104 2.575 -5.101  1.58
C 1.063 1.901 -4.237  -1.72
C 2.160 1.763 -6.402  -1.05
C 2.949 0.486 -6.311  -0.76
C 4.354 0.698 -5.786  -1.21
C 4.407 1.529 -4.482  1.32
C 4.132 0.607 -3.237  -1.61
C 5.838 2.136 -4.462  -1.78
N 3.470 2.662 -4.529  0.38
O 3.470 3.392 -3.330  -0.52
H 2.430 4.540 -6.140  0.40
H 0.812 4.203 -6.103  0.38
H 1.588 4.660 -4.610  0.47
H 0.126 1.721 -4.765  0.40
H 1.337 0.899 -3.907  0.31
H 0.830 2.473 -3.339  0.33
H 1.168 1.425 -6.703  0.44
H 2.709 2.383 -7.111  0.32
H 2.442 -0.207 -5.639  0.35
H 2.985 -0.082 -7.240  0.39
H 4.919 1.333 -6.469  0.42
H 4.908 -0.238 -5.712  0.42
H 4.156 1.308 -2.403  0.42
H 4.941 -0.118 -3.147  0.44
H 3.226 0.001 -3.216  0.28
H 6.584 1.343 -4.424  0.38
H 6.057 2.694 -3.552  0.39
H 6.035 2.747 -5.343  0.43
H 3.424 4.297 -3.649  0.37
C -4.227 -1.770 2.881  -0.70
O -4.243 -0.750 1.824  -0.37
C -3.063 0.025 1.654  -0.44
C -2.873 1.033 2.821  -0.37
O -2.088 2.174 2.463  -0.38
C -0.710 1.911 2.328  -0.62
H -3.453 -2.527 2.757  0.28
H -5.206 -2.224 2.731  0.25
H -4.259 -1.261 3.844  0.32
H -3.214 0.498 0.684  0.30
H -2.148 -0.555 1.535  0.35
H -2.415 0.414 3.592  0.30
H -3.839 1.423 3.143  0.31
H -0.343 2.748 1.735  0.25
H -0.660 1.016 1.708  0.29
H -0.201 1.826 3.289  0.24
C 6.391 -1.218 5.368  -0.73
O 6.766 -2.609 5.172  -0.31
C 7.578 -2.930 4.027  -0.32
C 7.613 -4.458 3.894  -0.56
O 8.049 -4.927 2.609  -0.36
C 7.506 -6.220 2.384  -0.73
H 5.511 -1.013 4.759  0.28
H 7.120 -0.442 5.134  0.31
H 6.146 -1.106 6.424  0.26
H 8.609 -2.616 4.184  0.25
H 7.184 -2.477 3.117  0.33
H 6.734 -4.971 4.284  0.43
H 8.381 -4.850 4.560  0.27
H 7.737 -6.463 1.347  0.28
H 6.419 -6.155 2.364  0.31
H 7.808 -6.902 3.179  0.30
C -2.083 -5.168 7.428  -0.63
O -0.877 -5.531 8.201  -0.38
C 0.244 -4.639 8.306  -0.53
C 1.135 -4.669 7.084  -0.39
O 0.462 -4.414 5.865  -0.25
C 1.322 -4.238 4.708  -0.71
H -2.820 -4.764 8.122  0.29
H -2.377 -5.995 6.781  0.27
H -1.865 -4.357 6.733  0.24
H 0.850 -5.071 9.102  0.28
H -0.075 -3.630 8.568  0.34
H 1.643 -5.633 7.065  0.32
H 1.918 -3.917 7.176  0.35
H 2.076 -3.462 4.834  0.27
H 0.660 -4.059 3.861  0.22
H 1.888 -5.154 4.534  0.31
C -8.543 -5.404 -0.740  -0.68
O -7.244 -5.872 -1.020  -0.32
C -6.665 -5.247 -2.122  -0.42
C -5.237 -5.773 -2.388  -0.46
O -4.694 -5.267 -3.638  -0.35
C -3.314 -5.547 -3.719  -0.73
H -9.104 -5.627 -1.648  0.31
H -8.548 -4.350 -0.464  0.28
H -8.935 -5.972 0.104  0.24
H -6.580 -4.178 -1.927  0.30
H -7.190 -5.335 -3.073  0.33
H -5.265 -6.850 -2.549  0.30
H -4.653 -5.658 -1.474  0.33
H -2.997 -6.532 -3.379  0.31
H -2.738 -4.786 -3.193  0.28
H -2.956 -5.450 -4.744  0.27
C -3.740 7.838 -1.213  -0.75
O -4.067 9.093 -1.716  -0.30
C -5.473 9.312 -1.969  -0.45
C -5.685 10.744 -2.530  -0.61
O -5.745 11.736 -1.539  -0.36
C -4.545 12.414 -1.281  -0.58
H -3.744 7.095 -2.010  0.28
H -4.351 7.521 -0.368  0.31
H -2.759 7.824 -0.737  0.26
H -6.014 9.157 -1.036  0.34
H -5.835 8.581 -2.692  0.38
H -6.627 10.761 -3.080  0.40
H -5.057 10.928 -3.402  0.35
H -4.634 13.053 -0.403  0.22
H -4.367 13.016 -2.172  0.26
H -3.742 11.682 -1.190  0.25

=====

Number 1: molecular weight 668.8 Da, electronic energy -2859.002952 Ha, highest occupied orbital energy -0.152 Eh. Number 2: molecular weight 1015.4 Da, electronic energy -6884.394370 Ha, highest occupied orbital energy -0.303 Eh. Number 3: molecular weight 801.2 Da, electronic energy -2272.823945 Ha, highest occupied orbital energy -0.113 Eh. Number 4: molecular weight 607.9 Da, electronic energy -2028.359362 Ha, highest occupied orbital energy -0.301 Eh.